This record from OMol25 describes C2H4N4 in the gas phase at a distorted geometry. The level of theory is the ωB97M-V functional and the def2-TZVPD basis.

```
! RIJCOSX wB97M-V def2-TZVPD def2/J DEFGRID3
* xyz 0 1
N 1.66436 0.13750 0.21697
C 0.35698 -0.22750 0.11302
C -0.80255 0.61111 -0.26659
N -1.90344 -0.34961 -0.21948
N -1.46129 -1.40863 0.27180
N -0.07273 -1.41367 0.42477
H 2.00787 0.89275 -0.35443
H 2.30974 -0.63177 0.34088
H -0.76774 1.31104 -1.10187
H -1.33119 1.07877 0.57495
*
```

* maximum force: 1.7 eV/A
* HOMO energy: -9.666 eV
* lowest unoccupied orbital energy: 0.7 eV
* relative energy (zero: lowest compared OMol25 entry of this formula, charge and spin): 200.7 kJ/mol
* total energy: -297.56786 Eh
* molecular weight: 84.08 g mol⁻¹